Below is a cluster of 10 separate species, C30H40O5 in total, with properties calculated with ωB97M-V with the def2-TZVPD basis set.

Output
**Relative energy (zero: lowest compared OMol25 entry of this formula, charge and spin)**: 0.000 eV
**Spin multiplicity**: 1
**Molecular weight**: 480.64 g mol⁻¹
**Kohn-Sham gap**: 9.302 eV

```
75
Properties=species:S:1:pos:R:3:forces:R:3:mulliken_charge:R:1
C -1.945487 6.052353 -3.778069 -0.4 0.3 -0.2 -0.232
C -2.479523 5.839983 -2.502898 -0.3 0.3 -0.5 -0.687
C -1.947535 4.813310 -1.727552 -1.1 0.3 0.5 -0.264
C -0.942131 4.023436 -2.190189 0.4 -0.4 -0.4 -0.028
C -0.465867 4.241594 -3.475676 1.3 -1.4 0.6 -0.265
C -0.961283 5.233040 -4.262377 0.8 0.2 -0.2 -0.543
H -2.197081 6.782332 -4.536396 -0.9 0.5 0.7 0.325
H -3.334498 6.414302 -2.148908 0.3 0.0 0.0 0.356
H -2.346559 4.519341 -0.763387 -0.3 0.5 0.1 0.407
H -0.609148 3.246385 -1.509929 0.4 -0.1 -0.4 0.234
H 0.361499 3.644546 -3.833564 0.0 -0.2 -0.1 0.383
H -0.485645 5.452380 -5.212071 -0.2 -0.2 -0.1 0.350
C -3.969724 -3.617921 1.324494 -0.2 -0.7 0.2 -0.617
C -3.911909 -5.021612 1.371092 -2.1 0.8 1.1 -0.148
C -2.935855 -5.700829 0.752420 1.5 -0.9 -0.4 -0.628
C -1.953443 -5.027042 0.074700 1.2 0.3 -1.4 -0.021
C -1.993575 -3.656270 -0.080632 -0.5 0.8 0.9 -0.760
C -3.024525 -2.965068 0.577639 0.3 0.4 -0.4 -0.287
H -4.707426 -3.040668 1.881205 0.0 -0.3 -0.2 0.373
H -4.676721 -5.595627 1.877098 -0.1 0.2 0.3 0.343
H -2.761088 -6.762945 0.824112 -0.6 -0.2 0.1 0.360
H -1.194838 -5.634177 -0.409388 0.2 0.3 0.1 0.355
H -1.264030 -2.998654 -0.545182 0.2 -0.7 -0.4 0.499
H -3.083547 -1.890904 0.467785 0.1 0.1 0.1 0.548
C 4.985842 -3.264169 0.707373 0.1 0.2 -0.4 -0.427
C 4.193968 -3.439652 1.814713 -1.0 0.0 0.2 -0.534
C 2.812254 -3.705587 1.655743 0.7 -0.2 0.4 -0.328
C 2.296104 -3.879997 0.385075 0.0 0.4 0.0 -0.213
C 3.096151 -3.709678 -0.732462 0.4 -0.2 0.2 -0.387
C 4.447214 -3.403452 -0.567235 -0.1 -0.2 -0.3 -0.575
H 6.025397 -2.971419 0.850338 -0.2 -0.3 -0.2 0.385
H 4.695694 -3.344980 2.766068 -0.4 0.0 0.3 0.381
H 2.135050 -3.824345 2.497865 0.3 0.0 0.1 0.470
H 1.248869 -4.099396 0.228815 -0.1 -0.1 0.2 0.409
H 2.611220 -3.872537 -1.681079 0.3 0.1 -0.4 0.453
H 5.126811 -3.321136 -1.408584 -0.2 0.1 -0.1 0.390
C 0.409973 -0.418969 -4.193089 0.3 -0.1 0.4 -0.716
C 1.084113 0.077355 -3.067994 -0.1 -0.5 0.0 -0.198
C 2.286180 -0.519124 -2.659523 -0.7 1.0 -0.5 -0.301
C 2.844504 -1.515907 -3.439632 0.8 -0.3 1.3 -0.364
C 2.224271 -1.984941 -4.551025 -1.2 0.5 -1.2 -0.473
C 0.983014 -1.430100 -4.944904 1.0 -0.4 0.3 -0.391
H -0.570565 -0.020987 -4.426334 0.1 0.0 -0.2 0.409
H 0.587562 0.886584 -2.538030 0.4 -0.1 0.2 0.527
H 2.840568 -0.149703 -1.812475 -0.1 0.0 0.3 0.326
H 3.757167 -1.988556 -3.083487 0.0 0.2 -0.2 0.381
H 2.724754 -2.716003 -5.164102 -0.1 -0.3 -0.1 0.404
H 0.528171 -1.812144 -5.838383 -0.3 0.0 -0.2 0.400
C 0.353591 -0.495491 1.354659 1.0 1.0 0.5 -0.156
C -0.933709 -0.167125 1.688185 -0.9 -0.5 -0.5 -0.302
C -1.407533 1.133552 1.593432 0.4 0.4 0.3 -0.882
C -0.522073 2.156000 1.268061 -0.1 0.0 -0.3 -0.095
C 0.825237 1.875610 1.025836 0.0 -0.7 0.0 -0.703
C 1.265022 0.552648 1.091523 -0.3 -0.7 -0.4 -0.616
H 0.655578 -1.527636 1.490284 0.3 0.1 -0.3 0.194
H -1.581446 -0.997250 1.939118 -0.3 0.2 0.2 0.472
H -2.423991 1.391353 1.865996 0.0 -0.2 -0.2 0.442
H -0.909731 3.162801 1.167162 0.2 0.0 0.1 0.724
H 1.550008 2.642587 0.782293 -0.2 0.1 0.1 0.363
H 2.308810 0.302794 0.913740 -0.1 0.1 0.0 0.435
O 0.723172 0.827326 4.241662 0.0 0.1 0.5 -0.744
H 0.299373 1.619723 4.609972 0.1 -0.2 -0.1 0.412
H 0.635720 0.943351 3.293560 0.1 0.0 -0.1 0.453
O -0.595077 3.285023 4.543089 -0.2 0.5 -0.1 -0.702
H -1.045394 3.933095 5.101672 0.0 -0.2 -0.1 0.325
H -1.092489 3.324031 3.711156 0.1 0.0 0.2 0.296
O -2.495683 5.211606 2.947496 0.2 0.3 0.0 -0.638
H -2.525290 6.080849 3.375022 -0.1 -0.3 -0.1 0.308
H -1.698450 5.271822 2.383243 -0.3 0.0 0.3 0.339
O -1.076289 -3.922830 3.531553 0.2 0.4 0.2 -0.631
H -0.846783 -3.096939 3.991345 -0.1 -0.4 -0.3 0.343
H -1.234523 -3.676459 2.611774 -0.1 0.0 0.1 0.288
O 0.047476 5.324814 2.115837 0.3 0.1 -0.1 -0.585
H 0.666267 5.590875 1.426643 0.0 0.0 0.2 0.276
H 0.513876 5.331397 2.963702 0.0 -0.1 -0.3 0.306
```
Forces are in eV/Å.